1.
Here is 2 unconnected molecules or ions with the total composition Cl2HNOS from OMol25. Energies are from the ωB97M-V functional and the def2-TZVPD basis.

```
6
Properties=species:S:1:pos:R:3:forces:R:3:mulliken_charge:R:1
N 0.265 1.063 0.852 -1.371 0.585 -1.019 -0.385
O -0.653 -1.788 0.224 -0.321 -0.163 0.321 -0.383
S -1.208 -0.565 -0.327 1.090 0.400 -0.025 0.548
Cl -0.330 -0.361 -2.164 -0.246 0.220 0.075 -0.107
Cl 1.635 1.351 -0.128 -0.569 -0.859 1.101 0.012
H 0.291 0.301 1.542 1.418 -0.183 -0.453 0.316
```
Positions in Å, forces in eV/Å.

Gap between HOMO and LUMO (alpha / beta) (Ha): 0.2938 / 0.3126

---

2.
Here is a gas-phase ion, C3H5F3P (charge +1) from OMol25. Energies are from the ωB97M-V functional and the def2-TZVPD basis.

```
12
Properties=species:S:1:pos:R:3:forces:R:3:lowdin_spin:R:1
C 1.429 0.143 -0.182 -8.545 5.128 -0.932 0.693
C -1.930 0.971 0.093 -0.785 0.019 -3.145 0.010
C 2.202 -0.940 -0.016 8.091 -4.030 0.684 0.790
F 1.812 1.362 -0.391 0.623 -0.169 0.090 0.200
F -0.657 -1.171 1.009 0.026 -0.215 0.586 0.035
F -0.884 -1.003 -1.281 0.294 0.024 -0.369 0.038
P -0.500 -0.106 -0.082 1.992 0.213 -0.734 0.163
H -2.847 0.334 -0.332 2.043 1.444 0.994 0.002
H -1.953 1.113 1.106 -0.631 0.058 2.924 0.003
H 3.370 -0.871 0.044 -2.412 0.267 -0.211 0.025
H 1.879 -1.871 0.316 -0.981 -1.273 0.387 0.041
H -1.921 2.038 -0.282 0.284 -1.465 -0.275 0.001
```
Positions in Å, forces in eV/Å.

Charge: +1
Spin multiplicity: 3
Gap between HOMO and LUMO (alpha / beta) (Ha): 0.2569 / 0.3496

---

3.
Here is a molecular structure, C16H16F3InN4S5Sb from OMol25. Energies are from the ωB97M-V functional and the def2-TZVPD basis.

```
46
Properties=species:S:1:pos:R:3:forces:R:3:lowdin_spin:R:1
In 1.345 -0.008 3.132 -0.525 0.573 -0.470 0.051
S -1.729 -2.715 5.086 -0.566 0.995 -1.903 0.000
Sb -0.404 -0.933 5.904 0.677 0.431 -0.299 0.002
S 1.886 -1.395 4.977 -0.323 -0.560 0.913 0.011
S -0.699 0.943 4.228 0.346 -0.296 -0.197 0.001
S -1.338 -3.745 6.735 0.412 -1.208 1.807 0.000
C -0.912 1.693 0.256 1.142 -0.410 -0.057 0.000
N -1.308 2.711 -0.722 -0.477 0.901 -0.323 0.000
C -0.305 2.796 -1.770 1.110 0.363 0.233 0.000
N 1.058 3.131 -1.272 -0.223 -0.110 0.045 0.000
C 1.392 2.145 -0.268 0.602 -1.152 0.461 0.000
N 0.423 2.008 0.811 -0.586 0.576 0.540 0.002
C 0.318 3.317 1.474 0.099 -0.780 0.525 0.000
N -0.001 4.344 0.518 0.149 1.706 -0.730 0.000
C -1.301 4.061 -0.069 0.894 -1.530 0.235 0.000
C 1.013 4.391 -0.563 -0.115 0.824 0.147 0.000
H -0.816 0.697 -0.213 -0.262 0.424 -0.039 0.000
H -1.622 1.612 1.080 -0.049 0.146 -0.034 0.000
H -0.536 3.598 -2.457 -0.501 0.133 -0.354 0.000
H -0.180 1.867 -2.310 -0.341 -0.368 -0.099 0.000
H 2.369 2.402 0.171 -0.300 -0.215 -0.157 -0.001
H 1.442 1.160 -0.723 0.308 -0.205 -0.228 0.001
H 1.281 3.515 1.962 -0.224 0.127 -0.016 0.001
H -0.492 3.274 2.226 0.505 -0.048 -0.143 0.000
H -1.565 4.836 -0.747 -0.092 0.515 -1.043 0.000
H -2.036 4.087 0.694 -0.733 -0.233 0.927 0.000
H 2.008 4.640 -0.105 -0.792 -0.379 -0.427 0.000
H 0.774 5.183 -1.315 -0.072 -0.292 0.734 0.000
S 4.293 0.835 1.594 0.137 0.039 0.086 0.355
C 3.212 1.142 2.697 -0.130 0.123 -0.177 0.557
F -2.462 -5.877 -3.433 -0.919 -0.564 0.282 0.000
C -1.242 -5.442 -3.711 0.439 1.167 -0.299 0.000
F -0.433 -6.501 -3.736 0.320 -0.832 -0.288 0.000
F -1.318 -4.963 -4.985 0.309 0.027 0.193 0.000
C -0.761 -4.446 -2.710 -0.198 -0.542 1.141 0.000
C -0.784 -4.860 -1.357 0.305 0.533 -0.645 0.000
C -0.409 -3.988 -0.357 -0.523 0.277 1.063 0.000
C 0.019 -2.676 -0.642 0.369 -0.793 -0.288 0.000
C 0.056 -2.350 -2.009 1.183 1.765 0.834 0.000
C -0.313 -3.179 -3.025 -0.801 -1.083 -0.521 0.000
C 0.523 -1.826 0.409 -0.540 -0.160 -1.088 0.001
C 0.918 -1.057 1.261 -0.003 -0.095 0.408 0.020
H -1.035 -5.870 -1.084 -0.310 -0.182 -0.087 0.000
H -0.531 -4.264 0.708 0.356 0.002 -0.769 0.000
H 0.513 -1.399 -2.271 -0.258 0.089 0.057 0.000
H -0.312 -2.897 -4.069 0.202 0.301 0.051 0.000
```
Positions in Å, forces in eV/Å.

Charge: -2
Spin multiplicity: 2
Gap between HOMO and LUMO (alpha / beta) (Ha): 0.1707 / 0.1705

---

4.
Here is a molecular structure, C31H23BrCrN4O4 from OMol25. Energies are from the ωB97M-V functional and the def2-TZVPD basis.

```
64
Properties=species:S:1:pos:R:3:forces:R:3:lowdin_spin:R:1
Cr 0.704 -0.553 1.638 3.820 3.349 0.162 2.775
C 2.316 0.805 1.821 -0.186 -0.561 -0.246 -0.086
O 1.600 -1.629 2.867 -0.687 0.457 1.169 0.025
C 2.313 -2.605 2.395 0.411 -0.877 -1.199 -0.043
C 3.108 -3.494 3.137 -0.153 0.243 0.065 0.007
C 3.783 -4.505 2.485 -0.125 0.229 0.139 -0.045
C 3.697 -4.666 1.100 -0.122 0.090 -0.394 -0.005
C 2.928 -3.805 0.346 0.123 -0.145 -0.036 -0.022
C 2.234 -2.781 0.991 0.583 -0.712 1.066 -0.009
N 1.420 -1.847 0.393 -0.430 0.526 -0.965 -0.123
N 1.192 -2.026 -0.845 0.671 -1.139 0.486 0.144
C 0.669 -1.157 -1.708 -0.781 1.391 -0.108 -0.010
C 0.296 0.188 -1.460 0.346 -0.893 -0.450 0.089
O 0.108 0.609 -0.158 0.174 -0.542 -0.247 0.048
C 0.122 1.049 -2.550 0.096 0.255 0.032 -0.006
C 0.145 0.589 -3.842 0.028 -0.121 0.303 0.097
C 0.291 -0.784 -4.124 0.060 -0.233 0.171 -0.002
C 0.180 -1.299 -5.431 0.070 -0.182 -0.114 0.021
C 0.342 -2.638 -5.671 -0.080 0.348 -0.148 -0.013
C 0.643 -3.506 -4.615 0.033 0.072 0.361 0.023
C 0.763 -3.029 -3.331 0.001 -0.295 -0.165 -0.011
C 0.573 -1.666 -3.055 0.045 0.253 -0.231 0.021
H 3.231 0.355 1.438 0.054 -0.123 -0.060 0.004
H 2.473 1.044 2.872 -0.139 -0.165 0.106 -0.005
H 2.134 1.733 1.282 -0.162 0.040 -0.164 -0.007
H 3.180 -3.371 4.206 -0.011 0.026 0.107 0.002
H 4.400 -5.184 3.055 0.020 -0.036 0.070 -0.003
H 4.242 -5.464 0.617 0.013 -0.003 -0.028 0.000
H 2.856 -3.891 -0.726 0.052 -0.083 -0.080 -0.001
H -0.037 2.101 -2.389 0.001 0.080 0.044 -0.002
H 0.033 1.288 -4.656 -0.082 0.079 -0.080 0.005
H -0.033 -0.615 -6.238 -0.052 0.063 -0.124 0.001
H 0.236 -3.030 -6.671 0.021 0.011 -0.084 -0.001
H 0.779 -4.558 -4.814 -0.003 -0.073 0.030 0.001
H 0.977 -3.702 -2.516 0.024 -0.047 -0.003 -0.001
O -0.992 4.851 6.006 -0.117 0.246 0.330 0.000
C -0.680 4.011 5.026 0.226 -0.485 -0.646 0.000
C -0.261 4.408 3.751 -0.075 -0.029 0.199 0.000
C 0.025 3.437 2.815 -0.014 0.130 0.144 0.000
N -0.070 2.128 3.042 -0.160 -0.472 0.232 0.000
C -0.445 1.773 4.260 -0.082 0.118 -0.098 0.000
Br -0.520 -0.109 4.564 0.005 0.351 0.010 0.008
C -0.770 2.639 5.280 -0.004 0.086 0.139 0.000
H -0.897 5.778 5.745 0.020 -0.154 -0.053 0.000
H -0.172 5.452 3.496 0.044 0.116 -0.032 0.000
H 0.351 3.723 1.826 0.038 0.068 -0.121 0.000
H -1.085 2.279 6.245 -0.022 -0.009 0.135 0.000
C -0.714 1.776 -0.006 -0.446 0.657 0.289 0.006
C -1.996 1.694 -0.793 -0.107 -0.107 0.023 0.001
C -2.675 0.484 -0.873 0.010 0.170 0.058 0.000
C -3.825 0.373 -1.627 -0.019 0.028 -0.002 0.001
C -4.317 1.488 -2.305 0.675 0.128 0.405 0.000
C -3.653 2.710 -2.208 -0.070 -0.094 0.012 0.001
C -2.499 2.807 -1.455 0.092 -0.136 0.227 -0.001
C -5.486 1.384 -3.098 -0.272 -0.062 -0.146 0.000
N -6.431 1.298 -3.738 -0.405 -0.034 -0.289 0.000
H -0.931 1.820 1.066 0.152 0.004 -0.278 0.001
H -0.137 2.667 -0.281 -0.052 -0.152 0.053 0.001
H -2.292 -0.381 -0.351 -0.037 -0.064 -0.098 0.000
H -4.335 -0.575 -1.692 -0.119 -0.053 -0.055 0.000
H -4.031 3.575 -2.730 -0.087 0.035 -0.049 0.000
H -1.987 3.755 -1.384 0.095 0.104 -0.049 0.000
O -2.012 -1.902 1.859 1.469 1.077 -0.349 0.051
C -1.057 -1.300 1.716 -4.368 -2.753 0.626 0.064
```
Positions in Å, forces in eV/Å.

Charge: +1
Spin multiplicity: 4
Gap between HOMO and LUMO (alpha / beta) (Ha): 0.2259 / 0.2167

---

5.
Here is C3H3NO in the gas phase from OMol25. Energies are from the ωB97M-V functional and the def2-TZVPD basis.

```
8
Properties=species:S:1:pos:R:3:forces:R:3:mulliken_charge:R:1
N 1.388 -1.147 -0.027 -0.154 0.551 0.154 -0.504
C 0.969 -0.024 0.219 -0.344 -0.799 -0.470 0.222
C 0.028 0.913 -0.185 0.139 0.298 -0.252 0.363
C -1.104 -0.133 0.059 -0.751 0.076 0.097 -0.708
O -1.087 1.264 0.529 0.292 0.303 0.443 -0.256
H 0.238 1.361 -1.151 -0.089 0.123 0.114 0.287
H 0.492 -1.540 -0.443 1.003 -0.666 0.215 0.341
H -0.924 -0.696 0.999 -0.096 0.113 -0.302 0.255
```
Positions in Å, forces in eV/Å.

Gap between HOMO and LUMO (alpha / beta) (Ha): 0.2873 / 0.2874

---

6.
Here is a molecular structure, ArH26O13 from OMol25. Energies are from the ωB97M-V functional and the def2-TZVPD basis.

```
40
Properties=species:S:1:pos:R:3:forces:R:3:mulliken_charge:R:1
Ar -9.890 13.223 19.418 0.020 -0.077 0.057 0.065
O -10.604 13.677 16.095 -0.103 -0.236 0.032 -0.439
H -11.060 13.915 15.287 -0.229 0.004 -0.140 0.246
H -9.834 14.246 16.112 0.243 0.226 0.292 0.262
O -9.532 8.996 18.643 -0.375 -0.379 -0.376 -0.672
H -8.935 9.413 19.264 0.576 0.296 0.418 0.398
H -10.228 8.629 19.188 -0.247 -0.124 -0.042 0.317
O -8.122 15.471 22.352 -0.409 0.454 0.721 -0.624
H -8.979 15.695 21.990 -0.171 -0.013 0.020 0.246
H -7.663 15.038 21.633 0.387 -0.344 -0.422 0.454
O -6.719 11.779 17.804 0.528 0.450 0.536 -0.642
H -6.464 11.222 17.068 -0.036 -0.120 -0.258 0.306
H -7.582 11.455 18.062 -0.667 -0.154 -0.275 0.308
O -12.126 15.523 18.473 -0.279 0.015 -0.695 -0.544
H -12.363 15.226 19.352 -0.115 -0.149 0.421 0.368
H -11.170 15.555 18.480 0.208 0.237 -0.024 0.226
O -9.436 11.061 16.780 0.510 0.245 -0.230 -0.600
H -10.072 11.650 17.186 -0.266 0.385 -0.190 0.214
H -9.548 10.231 17.244 -0.184 -0.595 0.320 0.387
O -9.918 17.143 19.306 0.020 -0.068 -0.146 -0.566
H -9.931 17.005 20.253 -0.100 0.037 0.234 0.284
H -9.090 17.593 19.140 0.269 0.102 -0.068 0.292
O -12.552 11.715 21.716 0.010 0.080 -0.249 -0.628
H -12.224 11.025 22.292 0.194 -0.115 0.172 0.266
H -13.469 11.487 21.565 -0.406 -0.083 0.061 0.310
O -13.602 12.956 18.946 -0.432 -0.199 0.297 -0.612
H -13.212 12.243 19.453 0.232 -0.256 0.007 0.288
H -13.090 12.984 18.138 0.258 0.355 -0.276 0.317
O -6.857 14.299 20.303 0.187 -0.162 -0.005 -0.683
H -6.209 13.612 20.146 0.169 -0.163 0.009 0.289
H -7.083 14.620 19.429 -0.188 0.242 -0.522 0.277
O -12.371 14.584 21.146 -0.023 0.461 0.102 -0.609
H -11.813 14.667 21.920 0.100 0.019 0.206 0.286
H -12.641 13.666 21.143 0.010 -0.284 -0.029 0.321
O -7.712 10.202 20.347 -0.102 0.006 0.099 -0.636
H -6.893 10.646 20.123 0.273 0.202 -0.318 0.288
H -7.571 9.873 21.234 -0.059 -0.118 0.269 0.265
O -7.891 14.728 17.275 -0.255 0.366 0.187 -0.632
H -7.801 13.776 17.318 0.181 -0.684 -0.008 0.320
H -7.625 14.955 16.384 0.273 0.143 -0.187 0.288
```
Positions in Å, forces in eV/Å.

Gap between HOMO and LUMO (Ha): 0.3440

---

Calculated values (hartree/bohr) of largest force on an atom for the records, taken in order: 0.035, 0.195, 0.044, 0.101, 0.024, 0.018.